Molecular formula: C31H47BErN8O2
Method: DFT, the ωB97M-V functional and the def2-TZVPD basis

```
90
Properties=species:S:1:pos:R:3
Er 0.31908 -0.47312 -0.61092
C -1.90801 4.50434 0.71688
C -1.59694 3.43358 -0.28056
C -1.88782 3.38997 -1.63382
C -1.36092 2.18350 -2.10240
N -0.80805 1.52348 -1.08450
N -0.95170 2.30050 0.03581
B -0.38295 1.87115 1.40431
N 1.17032 1.74391 1.28835
N 1.77869 1.25478 0.15275
C 3.08642 1.48329 0.27324
C 3.33005 2.12516 1.49658
C 2.09690 2.29044 2.09783
C 1.77202 2.98184 3.38675
C 4.11091 1.08871 -0.76922
C 4.63811 -0.32029 -0.45319
C 3.51663 1.11595 -2.17684
C 5.26942 2.08903 -0.70380
N -1.08061 0.53082 1.84177
N -1.47612 -0.40971 0.92385
C -2.39948 -1.19041 1.52081
C -2.55804 -0.78892 2.85070
C -1.73377 0.30630 3.02239
C -1.55448 1.15836 4.23552
C -3.19650 -2.22524 0.76608
C -2.88562 -2.16362 -0.73053
C -4.68518 -1.89489 0.95218
C -2.93302 -3.62717 1.33466
C -1.34565 1.62606 -3.50903
C 0.09377 1.61410 -4.04493
C -1.90680 0.19869 -3.51825
C -2.20908 2.50574 -4.41442
H -2.45295 5.30685 0.22469
H -0.99874 4.92518 1.14978
H -2.52214 4.12541 1.53574
H -2.40244 4.15220 -2.20233
H -0.62874 2.69963 2.23642
H 4.27723 2.47767 1.87701
H 2.69108 3.34641 3.83922
H 1.28509 2.31577 4.09883
H 1.10698 3.83262 3.22918
H 3.83805 -1.06339 -0.51471
H 5.06946 -0.36327 0.55109
H 5.41334 -0.60416 -1.17055
H 2.73554 0.37323 -2.31504
H 4.29748 0.88504 -2.90775
H 3.10556 2.10218 -2.41358
H 5.79568 2.03944 0.25356
H 4.91582 3.11318 -0.84968
H 5.99216 1.86140 -1.49008
H -3.23450 -1.20078 3.58852
H -2.15360 0.75475 5.04929
H -1.86512 2.19086 4.05785
H -0.51315 1.18298 4.56088
H -3.19057 -1.20757 -1.16141
H -3.41579 -2.95960 -1.25712
H -1.83038 -2.31319 -0.93250
H -4.90468 -0.87464 0.62491
H -4.98609 -1.99124 2.00032
H -5.29565 -2.58644 0.36181
H -1.89902 -3.93955 1.17799
H -3.58835 -4.35541 0.84505
H -3.13960 -3.65796 2.40978
H 0.74074 0.94851 -3.47478
H 0.52870 2.61706 -4.01870
H 0.10533 1.26045 -5.07991
H -1.27742 -0.49269 -2.95617
H -1.94311 -0.18664 -4.54020
H -2.91422 0.16382 -3.09587
H -1.82393 3.52945 -4.45824
H -3.24810 2.54135 -4.06943
H -2.20435 2.10358 -5.43084
O 1.52842 -1.10071 1.52253
C 1.12915 -2.22574 2.30774
C 0.84715 -3.36276 1.37714
C 1.01746 -4.67202 1.79235
C 0.72087 -5.69635 0.91118
C 0.27867 -5.37680 -0.36227
C 0.14235 -4.04689 -0.69369
N 0.40580 -3.04680 0.15987
H 1.98354 -0.45542 2.07373
H 0.23263 -1.97392 2.87775
H 1.92278 -2.49910 2.99824
H 1.40100 -4.87830 2.78480
H 0.85845 -6.73099 1.20487
H 0.06263 -6.14173 -1.09823
H -0.18099 -3.75964 -1.68373
O 2.74314 -3.27444 -2.89231
C 1.96562 -2.44227 -2.59553
N 1.15415 -1.59490 -2.28552
```

Results
Net charge = +1
Calculated total energy = -2838.03633 Eh
Multiplicity = 4
HOMO-LUMO gap (spin up / spin down) = 9.4447 / 9.4484 eV
M = 741.8 u
HOMO energy (spin up / spin down) = -11.63 / -11.64 eV
⟨S²⟩ = 3.752